(1)
Below is a structure of composition C35H28Cl2NO4Sn, with properties calculated with ωB97M-V/def2-TZVPD.

Output
Total charge   -1

```
71
Properties=species:S:1:pos:R:3:forces:R:3
Sn -0.102321 -0.590493 0.536131 -0.05 0.09 0.03
Cl -1.818331 3.804961 0.135040 -0.02 0.00 0.00
Cl -1.680009 2.293238 2.635587 0.01 0.00 -0.02
O 1.441762 3.916366 1.351594 -0.01 -0.01 -0.01
O 1.239978 -1.302349 -0.838631 0.01 -0.01 -0.08
O -1.729703 -1.705602 -0.323374 -0.04 -0.04 -0.03
O 0.689955 1.878749 0.742215 0.06 -0.02 0.00
N -0.815781 0.652825 -1.363631 0.01 -0.01 0.01
C -3.984934 -3.272021 2.796247 0.01 -0.01 -0.01
C -2.134043 0.737289 -1.575066 -0.04 -0.01 0.02
C 6.088791 -1.475877 -1.419956 0.01 0.01 0.00
C -2.642762 1.167870 -2.789370 -0.01 0.00 0.00
C 0.385272 -2.362549 -5.653110 0.00 0.00 0.00
C 0.174247 -2.040058 -3.274282 -0.01 -0.01 0.00
C 3.828842 -2.235527 -1.726777 0.00 0.00 0.00
C -3.437372 -2.864898 1.592283 0.01 -0.01 0.00
C -1.759154 1.526766 -3.793087 -0.01 0.01 -0.02
C -5.453475 -2.925617 -3.397675 0.00 0.00 0.00
C 0.589799 3.042060 1.195195 -0.04 -0.01 0.04
C -4.424920 -0.703393 1.864903 0.00 -0.02 -0.01
C -3.893456 -1.825873 -1.350736 0.01 -0.01 0.01
C -5.240573 -1.491597 -1.478938 0.01 0.01 0.00
C 1.603786 -1.695242 -5.627401 -0.01 0.00 0.01
C -3.014908 0.336146 -0.436079 0.00 0.02 -0.02
C -0.849342 3.491105 1.606909 0.03 0.01 -0.01
C 1.859520 -0.711474 -1.935718 0.01 0.00 -0.01
C -3.650832 -1.575715 1.108665 -0.04 0.02 0.00
C 5.172005 -2.514243 -1.552985 -0.01 -0.01 0.00
C -0.325204 -2.532605 -4.473247 0.00 -0.01 -0.01
C -4.757876 -2.393074 3.546911 -0.01 0.01 0.01
C -3.017960 -1.210878 -0.244316 0.02 0.04 0.00
C 4.288068 0.109459 -1.633691 -0.01 0.00 0.00
C -4.119538 -3.278048 -3.264528 -0.01 0.00 0.01
C 1.386529 -1.363914 -3.244775 0.02 0.00 0.04
C 2.098619 -1.199180 -4.429898 -0.01 0.00 0.00
C -3.345789 -2.731901 -2.246847 0.00 -0.01 -0.01
C 3.368662 -0.919669 -1.775833 0.01 0.00 0.01
C -0.400686 1.441439 -3.558698 0.01 -0.01 -0.01
C 0.049306 0.988239 -2.324456 0.01 -0.02 0.03
C -4.973498 -1.108358 3.077889 0.00 -0.01 0.00
C -6.014373 -2.030514 -2.494361 0.00 0.00 0.00
C 5.641604 -0.166945 -1.456650 0.00 0.00 0.00
C 1.507226 0.795656 -2.043352 0.00 0.06 -0.02
H -2.632982 0.807641 0.473876 0.01 -0.02 0.01
H 3.962140 1.140964 -1.638302 0.00 0.00 0.00
H -0.006704 -2.746490 -6.587276 0.00 0.00 0.00
H 3.108293 -3.039358 -1.818204 0.01 0.00 0.00
H 3.052664 -0.683024 -4.412265 0.00 0.00 -0.01
H -6.055336 -3.348872 -4.192561 0.00 0.00 0.00
H -7.059417 -1.757075 -2.578487 0.00 0.00 0.00
H 1.756938 1.293730 -1.103625 0.00 -0.02 0.00
H -5.179816 -2.707521 4.493558 0.00 0.00 0.00
H 5.509309 -3.543290 -1.517096 0.00 0.00 0.00
H -2.128831 1.865113 -4.753225 0.00 0.00 0.00
H 2.075984 1.252530 -2.855311 0.01 -0.02 0.01
H -4.020828 0.722526 -0.603175 0.01 -0.01 0.01
H 0.319756 1.693724 -4.324940 0.00 0.00 0.00
H -1.281925 -3.041659 -4.485572 0.01 0.00 0.00
H 2.170400 -1.563197 -6.541610 0.00 0.00 0.00
H -0.375291 -2.151050 -2.347051 0.00 0.00 0.00
H 6.342074 0.650950 -1.339703 0.00 0.00 0.00
H -3.803057 -4.277131 3.157554 0.00 0.00 0.00
H -3.675707 -3.984654 -3.956502 0.00 0.00 0.00
H -2.816375 -3.533981 1.010118 0.00 0.00 0.01
H -5.562922 -0.408776 3.658105 0.00 0.00 0.00
H -5.694959 -0.811220 -0.766545 0.00 0.00 0.00
H -2.306790 -3.002100 -2.122950 0.00 0.01 -0.01
H -3.714030 1.214875 -2.932534 0.00 0.00 0.00
H -4.597218 0.311242 1.528903 0.00 0.00 0.00
H 7.141330 -1.690981 -1.281467 0.00 0.00 0.00
H -0.812135 4.418881 2.162139 0.00 0.01 0.00
```
Forces are in eV/Å.

Atomic partial charges in e from the Mulliken method, atoms 1 to 8: 1.030 -0.183 -0.175 -0.719 -0.868 -0.724 -0.400 1.136

***

(2)
Below is a structure of composition C35H29AuN6O2, with properties calculated with ωB97M-V/def2-TZVPD.

Output
Total charge   +2

```
73
Properties=species:S:1:pos:R:3:forces:R:3
Au 0.011066 -0.089539 0.720738 0.19 -0.05 -0.35
O 3.785340 -0.270063 -1.737256 -0.01 -0.07 -0.05
O -3.148022 -1.487991 -2.160235 0.07 -0.04 -0.05
N 0.284787 -0.922185 -1.261919 -0.08 -0.05 0.14
N -0.128027 -6.661872 4.040801 0.00 -0.09 0.04
N -0.207184 0.991427 2.424785 -0.14 -0.14 0.01
N 2.525679 0.068033 0.083233 0.06 -0.06 0.11
N 1.769081 0.266056 3.406558 0.01 -0.12 0.01
N -2.324201 -0.217209 -0.503251 0.06 0.15 -0.05
C 0.005343 -1.909655 1.683278 -0.13 0.14 0.04
C -0.098666 -5.634602 3.532049 0.00 -0.03 0.02
C -6.281719 0.164919 2.378041 0.02 -0.02 0.02
C -3.665738 -0.653721 1.979293 -0.06 -0.09 -0.02
C 4.541478 3.698230 2.547163 -0.01 0.03 0.01
C 0.485386 -2.991889 0.976765 0.07 -0.07 0.16
C 2.633599 -0.387536 -1.094378 -0.10 0.01 0.24
C -4.338459 -0.994884 -1.475110 -0.03 -0.09 0.07
C -4.248893 -0.780535 3.232385 0.00 -0.01 0.03
C -0.061737 -4.349402 2.895941 0.00 0.05 -0.03
C 3.713051 1.998944 1.052601 0.04 0.01 0.03
C -5.698468 0.293469 1.128371 0.09 0.05 0.02
C -3.779001 0.023124 -0.452819 -0.09 0.08 -0.08
C 4.639362 2.429191 1.996868 -0.05 -0.05 -0.02
C 2.586764 4.123129 1.218097 0.01 0.02 0.01
C 1.511197 -1.033131 -1.807664 -0.04 -0.02 -0.13
C -1.312799 1.791879 2.429810 -0.09 0.08 0.16
C -1.596488 2.631485 3.463048 0.01 -0.08 -0.12
C 3.836684 0.613487 0.466076 0.08 0.07 -0.04
C -0.506601 -1.980369 2.963237 -0.03 -0.21 -0.02
C 0.664876 1.027034 3.454292 0.14 0.17 -0.08
C 2.689815 2.856817 0.661740 0.04 -0.03 -0.02
C -0.625428 -2.065555 -3.152166 0.03 0.07 0.07
C -0.771276 -1.378287 -1.956047 0.06 -0.04 -0.12
C 1.726695 -1.687222 -3.008652 -0.03 0.05 0.05
C 0.393663 1.857007 4.560981 -0.01 -0.01 -0.07
C 4.649785 0.508058 -0.848992 0.06 0.07 -0.02
C 0.448921 -4.230523 1.609418 0.03 0.03 -0.08
C 0.645175 -2.244264 -3.671908 -0.02 0.00 -0.02
C -0.536764 -3.230398 3.570255 -0.02 0.12 -0.02
C -5.555203 -0.367590 3.435965 -0.03 0.02 0.00
C -0.722031 2.645775 4.561075 0.03 -0.01 0.02
C 3.511233 4.544598 2.163271 -0.01 0.01 0.00
C -4.381146 -0.110934 0.923394 -0.03 0.06 -0.02
C -2.119101 -1.014007 -1.468225 -0.04 0.06 0.17
H 5.584669 -0.036052 -0.749743 -0.01 0.04 0.01
H 4.266426 -0.046683 1.226858 0.00 0.01 -0.05
H -3.933884 1.048764 -0.807912 -0.04 -0.08 0.01
H -0.936008 -3.330137 4.570435 0.00 0.00 0.01
H 4.820513 1.473654 -1.323833 -0.01 -0.04 0.03
H -2.481372 3.247631 3.431579 -0.02 0.00 -0.01
H -3.688079 -1.215465 4.049818 0.01 -0.01 0.02
H 0.823240 -5.104161 1.093799 0.00 -0.01 -0.01
H 2.481206 0.387173 4.105815 0.00 0.00 0.00
H 3.436734 5.534915 2.590542 0.00 0.02 0.00
H -4.812160 -1.850751 -0.993615 0.00 0.06 -0.01
H 0.899529 -2.922561 -0.013956 0.02 0.01 -0.05
H 2.017390 -0.218368 2.559254 0.04 0.03 -0.02
H 5.271234 4.027455 3.273483 0.02 0.01 0.02
H -1.504893 -2.423857 -3.665235 -0.04 0.00 0.00
H 2.728922 -1.744583 -3.406921 0.02 0.01 0.01
H -7.304548 0.479952 2.528280 -0.03 0.01 0.00
H -6.270951 0.717781 0.313010 -0.02 0.03 -0.04
H -1.958725 1.705452 1.567668 -0.05 -0.03 -0.02
H 5.443010 1.770651 2.304616 0.03 -0.02 0.01
H 0.787196 -2.775597 -4.602825 0.00 -0.02 0.00
H 1.979324 2.547029 -0.096396 -0.02 -0.01 -0.02
H 1.795117 4.788237 0.901606 -0.02 0.02 -0.01
H -2.660023 -1.008200 1.809962 0.07 -0.02 0.00
H -0.927550 3.283521 5.410078 0.00 0.01 0.01
H -6.012267 -0.466973 4.410566 -0.01 -0.01 0.01
H 1.088614 1.863181 5.388617 0.02 -0.01 0.00
H -0.891812 -1.124396 3.490354 -0.04 0.03 0.02
H -4.999427 -0.567300 -2.223325 0.02 -0.01 0.02
```
Forces are in eV/Å.

Atomic partial charges in e from the Mulliken method, atoms 1 to 8: 0.631 -0.442 -0.435 0.240 -0.414 0.418 0.149 -0.085

***

(3)
Below is a structure of composition C35H29FIrN5O6S4, with properties calculated with ωB97M-V/def2-TZVPD.

Output
Total charge   0

```
81
Properties=species:S:1:pos:R:3:forces:R:3
Ir -1.463622 0.795259 -0.906170 0.17 -0.09 -0.10
S 2.209964 -1.481541 -2.574118 -0.02 -0.03 0.02
S -0.195348 -2.921142 -3.457350 0.03 -0.03 0.02
S -2.012041 -0.588198 -2.682960 -0.08 -0.08 -0.07
S 0.597604 1.002651 -1.839636 0.05 0.04 0.12
F 1.449837 -5.257032 -0.305660 -0.06 0.02 -0.03
O -0.476842 2.249846 2.920879 -0.02 -0.01 0.01
O 2.230554 -3.975281 -3.444147 0.00 -0.03 0.09
O -1.093476 1.917645 0.812340 -0.06 0.00 0.03
O -0.604020 3.957778 -1.911687 -0.01 0.02 0.00
O -4.424729 1.511128 -1.686604 0.02 -0.02 0.01
O -0.663549 -0.884114 -0.022328 -0.47 -0.09 0.13
N 4.338377 -7.484927 2.792721 0.00 -0.02 -0.01
N -4.003884 3.599926 -2.583572 -0.03 -0.04 -0.12
N -2.304836 2.413475 -1.738709 -0.02 0.05 0.03
N 1.257893 -1.309013 3.520207 -0.03 -0.02 -0.01
N 2.858064 -5.668862 2.004171 0.09 0.08 0.09
C -1.842449 5.993730 -6.503491 0.00 -0.01 0.01
C 1.959885 -1.435861 4.772681 0.01 0.00 0.00
C 1.427464 -2.390123 5.803802 0.00 0.00 -0.01
C 0.640307 -3.160978 0.401277 -0.01 -0.01 -0.03
C 3.987214 -5.770421 1.078776 -0.01 -0.06 -0.06
C -1.401979 5.837899 -4.142210 0.01 0.04 0.02
C 1.299074 -2.335483 2.588598 -0.02 0.01 0.00
C -3.297022 4.709078 -5.081557 0.02 -0.04 -0.01
C -2.524719 5.031364 -3.974097 -0.07 0.00 -0.02
C 0.687167 -0.618774 -2.505457 -0.02 0.00 -0.01
C -1.062168 6.310608 -5.398369 0.00 0.00 -0.01
C 3.074131 -8.072421 2.235528 0.00 0.00 -0.01
C 2.063909 -4.485832 1.827987 -0.04 0.02 -0.06
C -4.711380 7.448722 -0.940999 -0.01 -0.01 -0.01
C -2.486957 7.393436 -0.057987 -0.02 0.01 0.01
C -0.011309 0.128359 2.042090 -0.03 0.02 0.02
C -0.096782 -0.919122 1.079991 0.31 0.06 -0.11
C -2.895934 4.535531 -2.578922 0.00 -0.02 0.03
C -3.170255 5.734382 -1.668015 0.07 0.02 0.02
C 1.359187 -4.293208 0.636585 0.05 0.05 0.01
C -0.417094 -1.277253 -2.893710 0.05 0.08 0.03
C 2.031213 -3.512983 2.804330 -0.02 -0.06 0.02
C 5.046615 -6.650453 1.756912 -0.01 0.00 0.02
C 1.556857 -3.002346 -3.204540 0.00 0.08 -0.15
C -4.424297 6.336266 -1.715211 -0.04 0.06 -0.04
C -1.762013 3.620074 -2.029393 0.02 0.01 -0.02
C -2.198460 6.279161 -0.835226 -0.04 -0.08 0.03
C 0.612893 -2.168514 1.384116 -0.03 0.02 0.04
C 0.646294 -0.139152 3.202315 0.06 0.03 -0.02
C 1.311529 -0.908183 6.010746 0.00 0.00 0.01
C -3.740754 7.982535 -0.105579 0.03 -0.01 0.00
C -3.663322 2.415359 -1.977403 0.04 0.02 0.02
C -0.581188 1.551540 1.919903 0.07 -0.02 -0.04
C -2.959423 5.191160 -6.340620 0.01 0.01 0.00
C 2.090587 -6.913201 1.996478 -0.03 -0.05 0.00
H 5.799590 -6.067140 2.282954 -0.01 -0.01 0.01
H -1.221995 5.817755 -0.782612 0.00 0.00 -0.01
H -0.786083 6.078348 -3.286090 -0.01 0.00 -0.02
H 0.329206 -0.468545 5.913694 0.00 0.00 0.00
H -3.961801 8.850078 0.503059 0.00 0.00 0.00
H 4.954961 -8.204401 3.164275 0.00 0.00 0.00
H -0.181214 6.929172 -5.515747 0.00 0.00 0.00
H 2.579851 -3.670237 3.721495 0.01 0.00 0.00
H -4.153666 4.059197 -4.965613 0.00 0.00 0.01
H 1.348762 -6.864757 2.793072 0.02 0.00 0.01
H 0.118070 -3.002938 -0.535124 0.00 0.00 0.01
H -1.722693 7.796347 0.594497 0.00 0.00 0.00
H -1.576130 6.366646 -7.484423 0.00 0.00 0.00
H 1.568288 -7.086545 1.050295 0.01 0.01 0.05
H 3.691677 -6.192175 0.112251 0.00 0.02 0.00
H 3.350404 -8.583722 1.315521 0.01 0.01 0.00
H 3.036062 -1.332887 4.686879 0.00 0.01 0.00
H 0.520754 -2.921769 5.548669 0.00 0.00 0.00
H -3.570845 4.929112 -7.195044 0.00 0.00 0.00
H -5.694273 7.899839 -0.994126 0.00 0.00 0.00
H 2.139928 -2.945740 6.397986 0.00 0.00 0.00
H 5.536061 -7.333212 1.065582 0.00 0.00 0.00
H 2.692435 -8.803721 2.943702 0.01 0.00 0.00
H -5.192530 5.952627 -2.378063 0.02 0.01 0.00
H 4.395465 -4.780035 0.891909 0.00 -0.01 0.00
H 4.068609 -6.849023 3.547174 0.00 0.01 -0.01
H 1.952568 -0.431527 6.737403 0.00 0.00 0.00
H 0.699418 0.653832 3.936508 -0.01 -0.01 0.01
H -4.967645 3.882927 -2.556787 0.03 0.02 0.07
```
Forces are in eV/Å.

Atomic partial charges in e from the Mulliken method, atoms 1 to 8: 1.380 -0.150 -0.216 -0.424 -0.440 -0.405 -0.763 -0.654

***

In the order shown, the computed gap between HOMO and LUMO values come out to 7.8, 6.0, 3.8 eV.
In the order shown, the computed lowest unoccupied orbital energy values come out to 2.62, -7.98, -1.88 eV.